14
Properties=species:S:1:pos:R:3 method="wB97M-V/def2-TZVPD" e_lumo_ha="-0.6081 / -0.7671" e_above_lowest_ev=2.574 total_charge=+4 spin_multiplicity=5 s_squared=6.0119 energy_ev=-39153.19334 homo_lumo_gap_ev="10.58 / 1.99"
O 0.33997 -1.08937 -0.19552
C -0.79691 -0.83849 -0.95352
C 0.48037 -2.22186 0.41928
O -0.91533 0.34405 -1.34968
O -1.62956 -1.71578 -1.17612
C 1.76792 -2.57639 0.95721
Er -3.12098 -0.18839 -2.60178
H -0.25708 -2.99930 0.17939
H 1.60978 -3.34282 1.75489
H 1.72932 -1.62981 1.64239
H 2.24461 -3.27928 0.24043
Li 0.02667 1.98189 -1.02954
O 3.87665 -1.15887 -0.05825
H 4.68591 -1.65807 0.16497


28
Properties=species:S:1:pos:R:3 method="wB97M-V/def2-TZVPD" e_lumo_ha=-0.0103 e_above_lowest_ev=0.691 spin_multiplicity=1 energy_ev=-25449.47593 homo_lumo_gap_ev=8.68
C 2.40108 -1.67163 0.42548
C 2.41059 -0.14877 0.15260
C 1.93788 0.60673 1.39349
C 1.66565 0.23265 -1.15988
C 0.50744 1.22704 -1.07085
C -0.81981 0.66711 -0.62435
C -1.97665 1.51274 -0.78631
C -3.21694 1.14710 -0.40647
C -3.38781 -0.13375 0.17658
N -4.51642 -0.67835 0.63585
S -4.13542 -2.15050 1.13971
N -2.55201 -2.15568 0.90347
C -2.24904 -0.98468 0.33491
C -0.95983 -0.56284 -0.07093
H 1.92742 -2.22889 -0.38339
H 3.40968 -2.06689 0.52896
H 1.84958 -1.90352 1.33702
H 3.45621 0.12946 0.01234
H 0.90075 0.37511 1.63458
H 2.56742 0.34101 2.24238
H 2.02228 1.68571 1.26206
H 1.28098 -0.67270 -1.63238
H 2.39186 0.63813 -1.86472
H 0.34948 1.65048 -2.06638
H 0.75571 2.07363 -0.43024
H -1.83540 2.49278 -1.22422
H -4.06042 1.81006 -0.53126
H -0.12426 -1.23154 0.07193


23
Properties=species:S:1:pos:R:3 method="wB97M-V/def2-TZVPD" e_lumo_ha=-0.3275 e_above_lowest_ev=6.988 total_charge=+1 spin_multiplicity=1 energy_ev=-9432.98397 homo_lumo_gap_ev=5.77
C -2.10227 -1.32668 -0.32127
C -2.34323 0.15101 -0.04956
C -1.29652 1.22613 -0.47036
C -0.00680 1.59642 0.24685
C 1.23201 0.76378 -0.10811
N 1.00851 -0.59522 -0.26438
C 2.07658 -1.44359 -0.49982
N 3.17778 -0.93745 -0.84550
H -1.24208 -1.70320 0.20508
H -3.01012 -1.85582 -0.04620
H -1.94621 -1.54107 -1.37552
H -3.19474 0.45832 -0.65035
H -2.58666 0.27778 1.00610
H -1.90883 2.11570 -0.50536
H -1.04661 1.01819 -1.51879
H 0.30056 2.58938 0.01256
H -0.04927 1.58560 1.33977
H 2.11974 0.85549 0.53589
H 1.66254 0.99783 -1.11311
H 1.53308 0.14912 2.68251
H 1.87771 -2.50881 -0.46313
H 1.83896 -0.23566 3.23590
H 3.90588 -1.63726 -1.03319


22
Properties=species:S:1:pos:R:3 method="wB97M-V/def2-TZVPD" e_lumo_ha="-0.1004 / -0.1003" spin_multiplicity=1 energy_ev=-35791.99731 homo_lumo_gap_ev="6.53 / 6.53"
C 0.31050 -0.45634 -0.09659
C -0.95489 2.32805 -0.11264
C 1.68072 2.72638 0.00337
C 0.41121 -1.78361 0.64019
C 0.49464 1.85158 -0.35191
N -1.06135 -3.20060 -1.32884
N -0.66600 -4.17930 1.08139
O 0.27576 -0.62860 -1.31351
O 0.59882 0.63380 0.48969
S -0.86858 -2.94196 0.16666
Cl -2.43601 -0.44390 1.08501
H -1.10332 3.32045 -0.64218
H -1.66215 1.56906 -0.40665
H -0.97908 2.48537 0.92790
H 1.55819 3.26940 0.99770
H 1.68317 3.27999 -0.86960
H 2.66015 2.23522 0.06086
H 0.18090 -1.89536 1.72548
H 1.34369 -2.34404 0.45221
H 0.71067 1.52671 -1.37133
H -1.04038 -2.34048 -1.88766
H -1.13664 -5.01180 0.75045


38
Properties=species:S:1:pos:R:3 method="wB97M-V/def2-TZVPD" e_lumo_ha=0.0343 e_above_lowest_ev=2.027 smiles="C[C@H]1CCCCCCCCCCC1=O" spin_multiplicity=1 energy_ev=-15916.42483 homo_lumo_gap_ev=10.11
C -3.22411 0.12572 1.32353
C -2.68416 -0.17779 -0.19269
C -2.17093 1.11004 -0.90935
C -1.34472 2.14445 -0.18075
C -0.02160 1.56342 0.31276
C 1.09762 1.59678 -0.58383
C 2.43617 1.26146 0.10849
C 2.71220 0.06334 1.04305
C 2.89640 -1.32399 0.34663
C 1.83347 -1.74256 -0.67704
C 0.51835 -2.04653 -0.02446
C -0.69400 -1.72110 -0.97125
C -1.95828 -1.50921 -0.13212
H -3.40227 1.20378 1.23962
H -2.48836 -0.04169 2.06129
H -4.02407 -0.53905 1.57860
H -3.58812 -0.61922 -0.59218
H -3.03528 1.72545 -1.20776
H -1.72286 0.74237 -1.88617
H -1.17453 3.02460 -0.81768
H -1.87784 2.56022 0.68047
H 0.24396 2.26095 1.14592
H -0.19783 0.54378 0.74318
H 1.16874 2.52126 -1.11804
H 0.97551 0.91224 -1.43713
H 2.74774 2.05117 0.75627
H 3.16228 1.19896 -0.69361
H 2.05198 0.08747 1.89273
H 3.69607 0.32529 1.43495
H 3.13596 -2.10665 1.05053
H 3.90318 -1.25598 -0.08950
H 1.80595 -1.06058 -1.57616
H 2.16991 -2.64997 -1.12264
H 0.30881 -1.40302 0.83114
H 0.46940 -3.09252 0.38408
H -1.02353 -2.43139 -1.68856
H -0.33089 -0.84857 -1.53763
O -2.37031 -2.45294 0.50532


80
Properties=species:S:1:pos:R:3 method="wB97M-V/def2-TZVPD" e_lumo_ha="-0.2072 / -0.3599" e_above_lowest_ev=0.099 total_charge=+2 spin_multiplicity=5 s_squared=6.0323 energy_ev=-266042.64168 homo_lumo_gap_ev="5.97 / 1.78"
Os -0.65901 -0.46632 -0.31074
N 3.66630 -2.20540 6.20570
C 2.68919 -1.72683 5.44173
C 2.99846 -0.83853 4.35968
C 1.98496 -0.33184 3.59879
C 0.65361 -0.69902 3.87714
C 0.33223 -1.57137 4.93313
C 1.32887 -2.08592 5.70780
S -0.66151 0.09198 2.93407
O -0.07994 1.28387 2.38694
O -1.79359 0.10504 3.80017
N -0.90954 -0.85902 1.66718
C -1.44981 -2.15244 1.75218
N -1.81279 -2.57684 0.53524
C -2.25925 -3.82543 0.46021
C -2.38500 -4.61649 1.59001
C -1.99758 -4.05226 2.79389
N -1.50611 -2.81532 2.88484
H 4.62886 -1.95444 6.05070
H 3.47885 -2.82119 6.98005
H 4.02879 -0.56874 4.17908
H 2.17951 0.36260 2.79649
H -0.70587 -1.80074 5.12062
H 1.11379 -2.74752 6.53415
H -2.54177 -4.18650 -0.52077
H -2.76803 -5.62247 1.53178
H -2.07112 -4.60694 3.71910
C -5.86940 2.28612 0.37515
Ge -4.36536 3.36965 0.94939
C -4.60796 4.22525 2.66781
C -3.88249 4.66066 -0.42515
C -2.86878 2.07476 1.21361
Se -1.99127 1.58285 -0.44503
C -0.61712 2.95338 -0.49672
H -6.72168 2.91154 0.11542
H -6.17882 1.59831 1.16037
H -5.60037 1.70747 -0.50927
H -5.47659 4.88081 2.63603
H -3.73551 4.82899 2.91265
H -4.76274 3.49562 3.46008
H -4.78751 5.17432 -0.74588
H -3.44856 4.19350 -1.31136
H -3.19401 5.41313 -0.04410
H -3.26648 1.14385 1.62207
H -2.09454 2.43175 1.88827
H -1.14121 3.89640 -0.34963
H -0.15820 2.92868 -1.48139
H 0.10989 2.76275 0.29046
C 5.31641 1.37223 -2.93721
C 4.39937 0.34573 -3.52956
C 4.15966 0.29607 -4.89198
C 3.33087 -0.68206 -5.43534
Cl 3.09909 -0.72598 -7.15597
C 2.70844 -1.61450 -4.62688
C 2.93071 -1.57824 -3.25189
C 3.78300 -0.61934 -2.72069
O 4.11279 -0.53725 -1.38006
C 3.35970 -1.32493 -0.49702
C 1.92601 -0.83809 -0.42844
O 0.98601 -1.71561 -0.30731
O 1.63543 0.36284 -0.46917
H 5.59020 2.11452 -3.68180
H 6.23084 0.90879 -2.56606
H 4.84821 1.87446 -2.09146
H 4.63513 1.01467 -5.54472
H 2.06956 -2.37229 -5.05763
H 2.44296 -2.31510 -2.63549
H 3.80718 -1.19934 0.49298
H 3.37584 -2.39122 -0.73648
Br -0.40524 -0.68191 -7.05508
C -0.47323 -0.56466 -5.20138
C 0.37694 0.29222 -4.51594
C 0.29852 0.34091 -3.14062
N -0.56980 -0.40920 -2.43979
C -1.37874 -1.24720 -3.11201
C -1.37038 -1.35044 -4.48303
H 1.10125 0.90220 -5.03398
H 0.95350 0.97956 -2.56520
H -2.05847 -1.83990 -2.51179
H -2.04554 -2.02862 -4.98091